C19H23Cl4N3 | ωB97M-V/def2-TZVPD

Computed properties:
Calculated total energy (eV): -74634.9603
HOMO-LUMO gap (eV): 10.105
Charge: 0
Maximum force (hartree/bohr): 0.053
ΔE to the lowest compared entry with this formula, charge and spin (kcal per mole): 23.9

Element x y z (Å)
H -3.10373 0.67093 3.70260
C -3.32165 -1.42813 3.18440
C 0.77845 1.25489 0.58123
H 2.84351 1.21401 0.87826
H -6.21602 -0.31671 0.56318
C -0.84296 -1.87501 4.23043
H 1.08671 -5.69466 0.00989
H 0.21104 -4.34013 1.95052
N 3.99358 3.08514 -3.61636
H -4.29839 -1.22910 2.72148
C 4.47758 5.17814 -5.43775
H -5.71910 1.89951 -1.51179
H 2.50826 5.87728 -4.84926
H -6.29788 1.30285 0.93241
C 1.27825 -4.51337 1.80199
H 1.35335 -3.98291 -0.21959
C 1.61218 -4.82355 0.37170
H 1.84584 -3.66768 2.19026
C -0.35234 0.43783 0.34141
C -0.20890 -0.91760 0.17847
Cl 3.35045 -5.02312 0.12582
H 2.19503 4.03070 -3.13279
C 5.43120 4.14495 -5.25862
H -1.26090 0.95632 0.11986
H 3.05579 -1.29732 0.59086
C -2.63637 -0.33339 3.72053
Cl -4.05073 0.75774 0.52025
C -6.23058 0.98359 -1.18345
C -5.83319 0.68873 0.22304
C 5.11127 3.12836 -4.36266
H -0.85817 0.14585 4.84990
C 2.12116 -0.76127 0.59078
N -2.75805 -2.60654 3.04238
N 1.00972 -1.49672 0.33132
H 4.65456 5.85526 -6.23002
C 2.00186 0.61217 0.71299
C 3.27786 5.12451 -4.72978
C -1.52851 -2.88916 3.55965
H -7.30978 1.09990 -1.32611
H 0.74354 2.34356 0.63225
H 0.16697 -1.96259 4.64794
H 5.85600 2.35651 -4.13367
C -1.42735 -0.62687 4.35338
H 6.40996 4.07606 -5.71243
H -1.13257 -3.91851 3.43654
Cl 1.55768 -5.92912 2.83333
H -1.07135 -1.51906 -0.12094
Cl -5.55481 -0.16520 -2.32116
C 3.08151 4.09294 -3.78268


C19H23CuN5O4S2 | ωB97M-V/def2-TZVPD

Computed properties:
Calculated total energy (eV): -102025.3275
HOMO-LUMO gap (spin up / spin down) (eV): 6.114 / 5.445
Charge: 0
Maximum force (hartree/bohr): 0.070
ΔE to the lowest compared entry with this formula, charge and spin (kcal per mole): 16.4
Multiplicity: 2

Element x y z (Å)
H -2.50495 -1.42073 15.86560
C -10.26669 -6.12965 15.63478
N -8.13877 -5.78451 12.29178
C -9.56171 -3.77175 15.29492
O -12.04340 -8.27418 16.12187
O -10.38621 -9.73978 15.59146
C -6.58853 -0.88862 13.29480
C -5.56182 -4.44260 18.48988
H -8.22433 -8.89280 15.80172
H -6.34114 -4.90022 12.01693
S -4.02671 -0.64118 14.10498
H -7.48402 -1.56558 13.22888
O -10.66121 -3.29193 15.38376
C -6.61843 -5.27992 19.03359
C -9.23353 -5.21018 15.51341
N -7.95644 -5.57100 15.44785
H -7.25245 -4.60359 19.67035
C -8.73984 -4.86127 10.01325
H -10.79431 -3.94765 11.32360
H -7.62787 -6.60685 12.05074
H -6.92962 0.05151 13.84703
C -5.52199 -1.49378 14.04638
H -6.60393 -7.16963 15.45469
H -8.04260 -5.48238 9.41883
H -9.57560 -7.50900 10.52986
H -9.58707 -4.65143 9.32690
C -9.19721 -5.46784 11.32709
C -3.57031 -3.10162 18.06100
H -10.39659 -7.14950 11.99383
H -7.23267 -5.61561 18.19389
C -10.09488 -6.72099 11.08374
N -5.55504 -2.53962 14.88368
C -4.41191 -2.52517 15.72318
N -5.56021 -4.01000 17.21586
S -4.21872 -3.81295 19.46721
C -10.13012 -4.43456 12.05921
H -11.31298 -5.74206 15.60508
H -6.12906 -0.56742 12.33095
C -9.91366 -7.46554 15.76733
C -7.64090 -6.87889 15.48213
C -3.44224 -1.61888 15.34855
C -4.41304 -3.25912 16.93891
H -10.99902 -6.45710 10.48939
H -2.64718 -2.50239 18.16444
N -7.17810 -4.77567 12.61463
C -10.85467 -8.60490 15.86030
Cu -6.87920 -4.07133 15.00820
O -8.51534 -3.02600 14.93204
H -9.53148 -3.64562 12.50480
H -6.20292 -6.11567 19.59889
H -8.29205 -3.86556 10.10798
H -10.70266 -4.91388 12.82915
C -8.58193 -7.85049 15.72973
H -7.62956 -3.88749 12.37242


C19H23F2INO | ωB97M-V/def2-TZVPD

Computed properties:
Calculated total energy (eV): -37149.3364
HOMO-LUMO gap (eV): 5.681
Charge: -1
Maximum force (hartree/bohr): 0.060
ΔE to the lowest compared entry with this formula, charge and spin (kcal per mole): 0.0

Element x y z (Å)
H -1.74052 1.70882 0.39861
F 2.78007 -2.82341 1.09574
C 2.78360 2.02754 4.44112
C 3.87978 -2.93496 -2.84820
F 0.04529 3.06657 2.33698
C -3.60560 1.12606 -3.12592
C 0.93671 2.26026 2.95199
C 1.85750 2.84153 3.80332
H 1.84072 3.91256 3.95456
C 3.85075 -3.94884 -0.66263
C -3.80568 -0.35989 -1.15599
H 2.89838 -1.03187 -3.01089
C 2.77875 0.65749 4.21650
C 3.16856 -1.84911 -2.35516
H 0.17513 0.45165 2.05185
C 2.78881 -1.80362 -1.02192
I -2.58960 -0.75143 1.87859
H -2.88427 1.72877 -3.69342
H -4.13033 0.44625 -3.81131
C -0.61361 -0.23034 -1.57333
H -2.49043 3.24834 0.90378
C 1.84089 0.10578 3.35325
H -2.37275 2.82142 -0.80539
H -0.22178 0.79361 -1.60380
H -0.93759 -0.44581 -0.54523
H -4.60479 2.14590 -0.48451
H 4.76733 -4.83217 -2.38176
H 1.83168 -0.96122 3.17107
C 3.14075 -2.85739 -0.20299
C -1.81611 -0.31806 -2.48838
C -3.93252 1.72535 0.27636
H -3.43851 -1.39045 -1.12749
H -4.38081 1.97122 1.24760
C 0.90188 0.90237 2.71140
H -4.95233 -0.13718 0.55162
H 4.16571 -2.96697 -3.89107
C -4.00269 0.19925 0.13181
H 2.22669 -0.97128 -0.62111
C -2.55324 2.41100 0.19556
N -2.91801 0.43326 -2.04287
H 0.14052 -0.95953 -1.87798
H 3.50171 0.02187 4.71118
C 4.21769 -3.98094 -2.00083
O -1.80639 -0.98349 -3.50212
H 4.10318 -4.75034 0.01803
H 3.50849 2.46793 5.11430
H -4.33302 1.81348 -2.68091


C19H23F4N2Ti | ωB97M-V/def2-TZVPD

Computed properties:
Calculated total energy (eV): -57035.8362
HOMO-LUMO gap (eV): 7.678
Charge: +1
Maximum force (hartree/bohr): 0.004
ΔE to the lowest compared entry with this formula, charge and spin (kcal per mole): 0.0

Element x y z (Å)
Ti -0.25859 0.09184 0.97086
H -2.50776 2.92186 2.77204
H 0.70423 3.13996 -2.07579
C -0.18091 3.23611 -1.44892
H -2.04812 0.63832 -1.37139
H -0.82471 2.37999 -1.63909
H -2.04462 -1.80305 -0.77663
C -2.23024 0.91841 2.03221
C 1.37090 1.32714 2.91235
H 2.40504 2.73676 -0.66226
N 0.80840 2.19201 0.64515
H 2.76019 0.37146 -1.46778
F 2.07223 -3.73923 3.18719
H 1.08192 0.82152 -1.68178
F 0.66686 -1.71048 2.07174
C 2.07456 1.86958 -0.08536
H 1.60957 1.62408 3.93283
H 0.23178 3.07843 2.44797
H 0.47135 0.69467 3.01969
C 4.23447 -2.80875 0.47279
C 1.85316 0.63708 -0.93419
H -3.44080 1.67670 3.60874
C 3.79338 -3.50551 1.57902
C -1.88458 -0.44404 2.35209
F 5.40612 -3.12392 -0.07557
H -2.44610 2.31212 0.43006
H 0.84037 4.23280 0.15330
C -2.04906 -1.05501 0.00396
C -2.26240 1.28303 0.70605
H 2.19240 0.71483 2.53789
C 1.86204 -2.12211 1.51678
N 1.38275 -0.41360 -0.02167
H -0.70879 4.13441 -1.76886
C -1.97538 0.33295 -0.34004
C 3.50694 -1.78302 -0.11904
H 4.38161 -4.30123 2.01131
C 2.57108 -3.13770 2.10701
H -1.96333 -2.48010 1.59257
H -0.73082 3.60141 0.60143
C -2.01270 -1.43366 1.32555
C 1.10345 2.55177 2.05550
H 2.85293 1.65506 0.64883
H -1.71874 1.82385 3.91997
C -2.48001 1.89776 3.14163
C 0.16378 3.37983 0.01927
C 2.25982 -1.40254 0.38897
H 1.94608 3.24999 2.09594
H -1.84513 -0.75362 3.38688
F 4.03619 -1.20925 -1.21071


C19H23F5GeMoN5O2SSbSe4 | ωB97M-V/def2-TZVPD

Computed properties:
Calculated total energy (eV): -382341.7435
HOMO-LUMO gap (spin up / spin down) (eV): 5.401 / 5.409
Charge: -2
Maximum force (hartree/bohr): 0.039

Element x y z (Å)
C -3.56216 2.13390 1.01668
N 2.08017 -1.20976 -1.49349
H -1.29224 -2.86099 -0.41173
F -4.74986 1.57522 0.80922
O -2.34063 -0.66529 -2.33794
C -2.58269 1.90961 -0.14869
H 0.75360 -0.73161 0.66196
Sb -4.53100 -3.68600 0.57577
H -1.29341 -1.92446 4.60801
F -1.62100 2.90040 0.08792
H 0.26871 0.92603 0.86699
C -2.04833 -1.73589 -3.04675
C 5.30714 2.50041 0.31233
H 2.34553 -0.45560 3.02520
H 5.72037 3.47201 0.55224
C 6.08557 1.36204 0.42007
S 3.49110 -1.56605 -0.60640
Ge -0.21742 -0.46687 2.87979
H 3.37239 3.29089 -0.20636
N -0.38015 1.38783 -1.75631
H 0.02012 2.05995 3.32030
O -2.44454 -1.98003 -4.16622
C 1.57565 -1.16535 3.33998
N -1.15283 -2.55814 -2.38737
C -1.52729 -1.73039 3.55691
H 7.11512 1.42856 0.74765
F -3.29196 2.34638 -1.25655
H 1.76329 -2.11242 2.82958
H -2.54277 -1.33976 3.50178
H -1.53092 -2.67996 3.02511
C -0.10011 -0.10567 0.94504
H 6.13998 -0.77426 0.17967
Se -6.75421 -2.87618 0.52493
F -3.05432 1.67174 2.17096
C 1.56237 -0.03641 -1.42526
C 4.21364 0.01218 -0.28863
H -0.36950 0.29673 -5.46620
C -0.90440 1.85620 -4.03651
Se -3.31539 -1.19761 0.66798
C -0.90538 2.19955 -2.72830
H -1.31966 2.53187 -4.77181
H 0.74642 -1.10922 -3.77555
H 0.15162 1.13753 4.82801
H -1.11150 -3.52292 -2.66783
C 3.43069 1.16478 -0.40084
Se -3.50728 -4.51124 -1.47372
C 3.98628 2.40266 -0.11123
Se -3.60276 -4.61100 2.57518
Mo -1.52590 -0.08733 -0.63747
C 0.27259 0.23885 -2.12467
H 1.67133 -1.32549 4.41699
C -0.33923 0.60279 -4.42861
F -3.79681 3.46040 1.21286
C -0.39361 1.22155 3.88427
N 2.10746 1.06228 -0.81410
H 1.51767 1.88285 -0.85871
C 5.53636 0.12292 0.10204
H -1.43740 1.44400 4.10410
H -1.32347 3.12969 -2.37068
H 0.19658 -2.28314 -0.97587
C 0.25519 -0.18567 -3.50876
N -0.81682 -2.23707 -1.06691


C19H23F5NOPRe | ωB97M-V/def2-TZVPD

Computed properties:
Calculated total energy (eV): -48596.8451
HOMO-LUMO gap (spin up / spin down) (eV): 5.261 / 3.844
Charge: +2
Maximum force (hartree/bohr): 0.115
ΔE to the lowest compared entry with this formula, charge and spin (kcal per mole): 36.3
Multiplicity: 4

Element x y z (Å)
H -2.46750 1.51589 -0.46369
H 3.35246 -2.82237 0.83754
H 2.81776 2.82715 -2.44661
H 1.05316 -1.02928 2.11907
H 3.74040 0.63723 -1.15410
H -3.89992 -2.49485 -1.25715
H -1.64002 -2.03306 -3.89382
Re 0.28064 -0.56204 0.74528
C 1.83220 2.44940 -2.22611
C 2.83231 0.79312 -0.55854
C 1.68608 1.44012 -1.27285
H -1.37272 2.86974 -3.09628
C -1.27780 -1.45634 -3.02729
C 3.59057 -1.76315 0.70561
C 2.33424 -1.69969 -1.80810
H 2.00770 -2.74371 -1.75717
C -0.70583 1.44582 -1.63977
C -0.55529 1.24190 5.52421
H -3.18691 -3.14213 -2.77757
H 3.07691 1.26867 0.40759
C -0.25479 2.27724 4.64065
H -2.33676 -3.34847 -1.20685
H -1.37007 -0.93858 -0.27534
C -2.96960 -2.66567 -1.81147
C -2.20036 -0.54734 -0.92509
H 3.38123 -1.62947 -2.12216
H -3.12043 -0.65539 -0.32581
H -0.35576 -1.95046 -2.64677
H -2.74216 1.12810 -2.19218
F -0.23115 3.06748 2.39010
H 3.71011 -1.31985 1.69547
O -0.91911 0.52540 1.65812
H 1.68219 -1.16696 -2.50848
F 0.38581 3.37764 5.07793
F -2.33927 -1.09070 3.37685
F -1.47296 -0.90269 5.99667
C -1.25656 0.10443 5.12596
C 0.41037 0.97928 -0.95869
N -2.36580 -1.38167 -2.07588
C -2.07857 0.94363 -1.32722
C -1.18298 0.94237 2.87455
C -0.51048 2.45937 -2.59380
C -1.68657 0.00584 3.81857
F -0.18150 1.35799 6.80863
C -0.60787 2.16118 3.31528
H -0.23819 -2.04239 1.25939
H 4.49621 -1.64417 0.10764
P 2.23466 -0.96002 -0.13523
H 0.87134 3.68222 -3.71518
C 0.74063 2.94243 -2.92434
H -0.99004 -0.45318 -3.36157


C19H23FN4O2S | ωB97M-V/def2-TZVPD

Computed properties:
Calculated total energy (eV): -43686.0881
HOMO-LUMO gap (eV): 9.550
Charge: 0
Maximum force (hartree/bohr): 0.033
ΔE to the lowest compared entry with this formula, charge and spin (kcal per mole): 0.0

Element x y z (Å)
C -0.50651 1.64725 1.22274
C 5.14072 -0.48452 0.27915
C -5.02875 1.45434 -0.57217
C -3.46381 -1.95348 -1.00585
H -4.74196 1.76995 -1.57466
H -3.22846 -1.32495 1.59354
H -4.39064 1.77993 1.46787
C -2.20406 -1.94598 -0.17634
C 5.13514 -0.61198 -1.24143
C -2.66532 1.84062 0.18907
C 3.11424 0.87147 -1.35572
H 6.15347 -0.75674 -1.60763
H -4.26403 3.21101 0.43181
H 4.50452 0.52504 -2.96486
H 3.72608 -0.14781 1.88553
H 1.13577 -2.50346 -0.38033
N 0.26585 1.72253 2.25418
F 1.19051 -1.88750 2.13264
C 0.17649 -2.24228 0.03849
C 0.07827 -1.88744 1.37099
C -1.13120 -1.53879 1.94537
H -2.22757 2.05076 2.21215
C -4.88650 -0.05566 -0.41530
H 3.10429 -1.11672 0.55194
C -2.27001 -1.57441 1.16283
N -3.94522 -0.60160 -1.21378
N -1.86167 1.85614 1.29069
H -1.16502 -1.25645 2.98578
C -4.12398 2.12680 0.46804
H -6.06526 1.73075 -0.38147
H -3.28469 -2.42099 -1.97708
H 5.55374 -1.38976 0.72772
C -0.97261 -2.26216 -0.73238
N 1.54049 1.50777 1.95860
C 3.72689 -0.25672 0.80118
C 1.77072 1.26187 0.71962
H 5.15011 1.50076 -1.64331
C 4.52787 0.63422 -1.87877
H 4.54936 -1.48804 -1.52950
H -0.90856 -2.53741 -1.77462
H -4.25931 -2.49077 -0.48193
H 2.69675 1.77535 -1.80585
S 0.31037 1.27642 -0.27046
H 3.75785 1.85599 0.44794
O -5.55107 -0.69291 0.37609
C 3.12542 1.00495 0.16560
H -3.32369 0.02073 -1.71316
H 5.77632 0.35434 0.57118
O -2.21497 1.61769 -0.91604
H 2.47366 0.03185 -1.63811


C19H23I2N5OPPdS3Sb | ωB97M-V/def2-TZVPD

Computed properties:
Calculated total energy (eV): -97582.2687
HOMO-LUMO gap (spin up / spin down) (eV): 5.648 / 3.813
Charge: +1
Maximum force (hartree/bohr): 0.014
ΔE to the lowest compared entry with this formula, charge and spin (kcal per mole): 0.0
Multiplicity: 2

Element x y z (Å)
S -3.48367 2.99005 -2.16410
N -1.33848 -4.19683 -2.09100
N 1.02280 -3.96454 -1.51415
C 0.72846 -4.56908 -0.21247
H 2.38283 -0.25391 0.62548
N -0.63758 -4.32768 0.24513
H -2.60546 4.79984 1.39374
H -0.18673 -2.60836 1.37894
C 0.04753 1.64140 3.42151
C 1.79522 1.50905 1.65831
H 1.09333 2.41658 -2.24963
C -1.67961 -2.78155 -2.12945
C -1.78290 3.02037 0.54432
C -1.75716 4.36179 0.88812
C 1.03122 -2.50709 -1.43731
H -1.45851 -5.87635 -0.87420
H -0.60723 6.16854 0.78321
C 0.71101 2.70286 3.98407
N -0.75870 2.44144 -0.08048
H -2.59479 -4.58199 -0.45988
H -2.63205 2.38477 0.75852
C 0.40484 4.50988 -0.13019
I -1.74313 0.97248 4.17214
H 1.79359 -2.18923 -0.72074
H 3.36395 2.92926 1.82866
C 0.04285 -4.44493 -2.49112
C 0.56447 0.99915 2.23037
H 1.86886 0.48016 -1.53251
C -0.65061 5.11442 0.54248
I 2.87575 4.77157 4.22760
H -1.88948 -2.78946 0.94994
H 1.43151 -4.18860 0.53049
C 2.32360 0.81768 0.43426
C 0.31370 3.16423 -0.42549
Pd -0.61396 0.32890 -0.53901
H 2.34492 2.92816 -1.10255
H 0.31131 3.19145 4.86168
S -2.81820 -0.20653 -0.28546
H 1.27968 5.07434 -0.42374
Sb -3.36218 0.80693 -2.56308
H 0.18005 -5.52115 -2.60118
H 3.33287 1.18234 0.22382
H 0.23182 -3.97066 -3.45511
P -0.62831 -1.88758 -0.90666
H 0.87298 -5.64593 -0.30406
H -1.50786 -2.37173 -3.12289
H -2.72666 -2.63001 -1.86712
H 1.27961 -2.08582 -2.41532
O -0.03624 0.04006 1.69385
S -0.87023 0.42608 -2.78343
C 2.43891 2.55110 2.24601
C 1.90018 3.16413 3.40690
C 1.37757 2.42874 -1.19611
N 1.46879 1.01027 -0.76439
C -0.87022 -2.93274 0.59191
C -1.57429 -4.79628 -0.77866


C19H23N2O | ωB97M-V/def2-TZVPD

Computed properties:
Calculated total energy (eV): -25098.7808
HOMO-LUMO gap (eV): 8.287
Charge: +1
Maximum force (hartree/bohr): 0.015
ΔE to the lowest compared entry with this formula, charge and spin (kcal per mole): 2.2

Element x y z (Å)
H -2.52372 0.74583 -2.17445
H 6.02867 1.53887 2.16827
H -0.93425 -2.38274 -1.64630
N -0.25597 0.23062 -0.64554
H -5.13642 0.28703 2.11765
H -0.56249 2.27428 -0.37170
N -2.89002 0.92924 -0.13298
H -4.71872 3.04988 -0.32274
H -1.11678 -4.10205 -1.32263
C -3.09037 -0.37803 1.67247
C 1.94090 0.57363 0.34698
C 5.49082 1.11239 1.33608
H -2.10973 -2.82105 0.53406
C -5.10955 2.03349 -0.26979
H -0.29401 1.76836 -2.05550
H 0.70552 -1.69276 0.92277
H 1.45513 0.55320 -1.77328
C 4.11113 1.10037 1.34073
H 3.59199 -0.42484 -1.65481
H 3.55355 1.51242 2.16814
C -1.02476 -2.90304 0.45913
C 5.48873 0.02545 -0.80857
C 1.15191 0.02237 -0.87053
H 7.26105 0.58282 0.25367
H -0.70636 -3.73313 1.08980
H -2.68471 2.41394 -1.58445
C 6.18209 0.57516 0.26070
H -2.87279 -1.06033 2.46900
H -0.61604 -1.52937 2.06554
H 1.37017 -1.03807 -1.00229
C -0.78670 1.50236 -1.11957
C -4.12629 1.12233 0.35455
C -4.26503 0.32852 1.49612
O 1.31413 0.98527 1.29636
C 4.10784 0.01116 -0.81340
C -0.63113 -3.19123 -0.98354
H -6.02474 2.04508 0.31389
C -2.21791 -0.00178 0.63660
H 0.44349 -3.33727 -1.07145
C -0.91319 -0.40662 0.31795
C 3.40101 0.55154 0.26571
C -0.37577 -1.61620 1.00562
H 6.03050 -0.39385 -1.64228
C -2.29330 1.42415 -1.34216
H -5.34786 1.71261 -1.28386